{"formula": "CH3N3S2", "method": "ωB97M-V with the def2-TZVPD basis set", "symbols": ["C", "N", "N", "N", "S", "S", "H", "H", "H"], "xyz": [[-1.498, 0.275, 0.520], [-0.192, 0.003, 0.764], [-1.885, 0.139, -0.653], [2.137, -0.540, -0.211], [0.660, -1.114, 0.104], [2.839, 0.910, -0.107], [-2.124, 0.829, 1.317], [-2.598, 0.670, -0.956], [2.660, -1.172, -0.777]], "forces_ev_per_a": [[-0.9, 1.6, 0.9], [2.1, -0.6, 1.7], [2.4, -2.1, -1.2], [0.3, 0.6, -0.3], [-1.9, -0.4, 0.1], [0.2, 1.2, 0.4], [1.4, -0.9, -0.8], [-3.8, 1.7, -0.7], [0.3, -1.1, -0.1]], "e_above_lowest_ev": 1.7719, "max_force_ev_per_a": 4.219, "homo_energy_ev": [-8.5352, -8.2868], "gap_ev": [7.51, 7.10]}